1.
9
Properties=species:S:1:pos:R:3:nbo_charge:R:1 method="wB97M-V/def2-TZVPD" e_above_lowest_kcal_mol=73.82 total_energy_ha=-1327.19900 homo_energy_ha="-0.304 / -0.295" e_lumo_ev="-0.84 / -1.13"
C 1.58464 -1.00248 0.04729 -0.0103
C -0.99782 0.15404 -0.57497 -0.5891
N 1.75215 0.05777 0.61456 -0.5075
S -0.03770 -1.25780 -0.86551 0.1616
S 1.21229 1.53143 0.80536 0.2163
S -2.22891 0.11878 0.65554 0.1711
H 1.97589 -1.96424 0.14088 0.2209
H -0.84055 1.07654 -1.21022 0.2422
H -2.42000 1.28595 0.38708 0.0949



2.
16
Properties=species:S:1:pos:R:3:nbo_charge:R:1 method="wB97M-V/def2-TZVPD" e_above_lowest_kcal_mol=70.50 total_energy_ha=-325.82520 smiles="C=CC#N.[H][H].CC=O" homo_energy_ha=-0.370 e_lumo_ev=0.45
C -0.85368 -1.16619 1.93690 -0.2745
C -0.16608 -1.63804 0.89803 -0.3338
C -0.76911 -1.80456 -0.39550 0.2607
N -1.23379 -1.91869 -1.45127 -0.3282
H -0.36544 -1.01333 2.89316 0.2132
H -1.90319 -0.89860 1.85633 0.2096
H 0.89371 -1.86936 0.96223 0.2511
H 0.18070 1.62327 1.57651 0.0255
H -0.33155 1.87983 2.05597 -0.0334
C 0.13423 1.27960 -1.73247 -0.7357
C 1.31685 0.58614 -1.12066 0.4505
O 1.67499 0.69366 0.03119 -0.5404
H -0.51942 0.52759 -2.19066 0.2556
H 0.47909 1.94793 -2.53147 0.2378
H -0.41666 1.85176 -0.98154 0.2320
H 1.87934 -0.08102 -1.80675 0.1099



3.
2
Properties=species:S:1:pos:R:3:nbo_charge:R:1 method="wB97M-V/def2-TZVPD" e_above_lowest_kcal_mol=182.56 total_energy_ha=-109.26167 smiles=N#N homo_energy_ha=-0.454 e_lumo_ev=-2.25
N -0.43855 -0.02320 0.68221 0.0000
N 0.43855 0.02320 -0.68221 0.0000



4.
53
Properties=species:S:1:pos:R:3:lowdin_charge:R:1 method="wB97M-V/def2-TZVPD" total_energy_ha=-2251.24748 homo_energy_ha=-0.354 total_charge=+1 e_lumo_ev=-8.19
C 3.77596 -2.61169 1.88865 -0.1079
C 4.15702 -1.04707 2.04523 -0.1869
C 5.25911 -0.59187 0.93214 -0.1834
O 4.69898 0.35988 -0.01491 -0.3520
C 3.79017 -0.27336 -0.92281 -0.2734
Nb 2.03084 1.20385 -1.22769 1.0929
S 3.54125 2.57980 -2.72503 0.3024
I 2.96333 2.72507 0.95755 0.4638
C 0.37918 2.74042 -1.60704 -0.2879
C -0.26768 3.34315 -0.26802 -0.2993
C -1.84340 3.62913 -0.37069 -0.1854
C -2.72570 2.36719 -0.81866 -0.2057
C -3.49389 1.65896 0.41248 -0.1996
C -3.75938 0.11275 -0.03628 -0.2410
C -4.95569 -0.42418 0.88968 -0.4720
S -4.71618 -2.12766 1.57914 0.9140
C -3.71732 -3.16077 0.44617 -0.5634
N -3.88504 -4.56408 0.40942 -0.1818
N -3.05045 -5.20171 -0.48507 -0.1364
C -2.28626 -4.09192 -1.01082 -0.1251
O -2.68907 -2.84176 -0.47710 -0.0703
B 0.70566 -0.15454 0.06513 -0.6642
O 0.39663 -1.48214 -0.47018 -0.0144
O 0.16267 0.14939 1.35311 0.0432
H 3.91956 -3.15066 2.89425 0.0895
H 2.66629 -2.66893 1.62340 0.0620
H 4.40730 -3.13334 1.09472 0.0787
H 3.22294 -0.41027 1.87134 0.0684
H 4.59977 -0.89222 3.09161 0.1202
H 5.76400 -1.48751 0.43592 0.1345
H 6.07317 -0.03677 1.51154 0.1391
H 3.36091 -1.26234 -0.54782 0.0801
H 4.34495 -0.48946 -1.89490 0.1131
H 1.48751 0.25469 -2.70438 -0.0262
H 4.80515 2.62567 -2.12026 -0.1664
H -0.36754 2.23921 -2.31112 0.0746
H 0.80661 3.63815 -2.18866 0.0655
H -0.10459 2.69915 0.66370 0.0533
H 0.24206 4.34696 -0.06627 0.1048
H -2.00408 4.44842 -1.16257 0.1224
H -2.22716 3.99138 0.63829 0.1249
H -2.07941 1.53626 -1.29098 0.0993
H -3.49442 2.72842 -1.59494 0.1261
H -2.72801 1.57907 1.27065 0.1215
H -4.44772 2.19259 0.72530 0.1195
H -2.76337 -0.41762 0.12723 0.0982
H -4.10644 0.12182 -1.12523 0.1243
H -5.01514 0.28379 1.79835 0.0864
H -5.95741 -0.27646 0.34157 0.1012
H -1.46168 -4.30359 -1.77771 0.1513
H 1.09489 -2.05439 -0.07991 0.0763
H 0.69120 0.82339 1.83137 0.0468
Hg -5.20005 -5.22223 -1.59890 0.5447



5.
12
Properties=species:S:1:pos:R:3:nbo_charge:R:1 method="wB97M-V/def2-TZVPD" e_above_lowest_kcal_mol=93.97 total_energy_ha=-782.70694 homo_energy_ha=-0.366 e_lumo_ev=-1.07
O 1.18280 1.55246 1.24088 -0.4905
C 0.49840 0.98426 0.19563 0.4474
C 0.71530 -0.50393 -0.07264 -0.4299
C 1.89097 -1.04642 -0.16632 0.3341
F 3.05509 -0.57623 0.37079 -0.3134
C -0.80122 1.33945 -0.42866 -0.0296
N -1.91567 0.67271 -0.22786 -0.4637
S -2.10080 -0.91158 0.70142 0.1531
H -0.22230 -0.79396 -0.54034 0.2481
H 2.11014 -2.02957 -0.57449 0.1769
H -1.03833 2.40148 -0.90676 0.2394
H -3.37439 -1.08866 0.40836 0.1283



6.
17
Properties=species:S:1:pos:R:3:nbo_charge:R:1 method="wB97M-V/def2-TZVPD" e_above_lowest_kcal_mol=48.94 total_energy_ha=-343.12346 smiles="CCNC(=O)CN" homo_energy_ha=-0.354 e_lumo_ev=0.77
C -1.94218 1.84458 -0.21077 -0.6116
C -0.72769 1.34115 -1.21114 -0.2134
N -0.26877 -0.05158 -0.69004 -0.6290
C 0.68316 -0.22080 0.28192 0.6689
O 1.42985 0.58368 0.86596 -0.6260
C 1.10754 -1.68027 0.44109 -0.3081
N 1.35100 -2.12843 1.77272 -0.8102
H -2.82054 1.44338 -0.67210 0.2051
H -1.84447 1.44424 0.78140 0.2224
H -1.99446 2.97389 -0.13732 0.2138
H 0.16861 2.08487 -1.16193 0.2135
H -0.99955 1.11990 -2.21295 0.1951
H -0.30376 -0.76458 -1.39715 0.3964
H 0.38190 -2.27741 0.01862 0.1701
H 1.88397 -1.84401 -0.34115 0.1825
H 1.64360 -1.18633 2.14730 0.3748
H 2.25179 -2.68228 1.72554 0.3558



7.
64
Properties=species:S:1:pos:R:3:nbo_charge:R:1 method="wB97M-V/def2-TZVPD" e_above_lowest_kcal_mol=46.56 total_energy_ha=-2286.77337 smiles="Cc1cc(OCc2nnc(SC3CCCC3)n2-c2cccnc2)ccc1-c1ccc(S(C)(=O)=O)cc1" homo_energy_ha=-0.313 e_lumo_ev=0.37
C 3.29350 -2.05038 2.62528 -0.6561
C 1.92178 -1.82554 2.06177 0.1221
C 1.54398 -0.52749 1.73489 -0.3247
C 0.29826 -0.25876 1.18921 0.3192
O -0.15337 0.98279 0.85007 -0.5023
C 0.76065 2.05782 0.81503 -0.1225
C 0.11269 3.17679 0.07953 0.3633
N 0.19039 4.43770 0.37955 -0.2818
N -0.54742 5.13360 -0.49918 -0.3287
C -1.09389 4.27941 -1.32155 0.1771
S -2.14663 4.65197 -2.64178 0.2556
C -2.09406 6.48200 -2.50863 -0.3080
C -0.75103 7.04591 -2.98239 -0.4253
C -1.12571 8.28899 -3.78617 -0.4000
C -2.41244 7.86412 -4.48837 -0.4006
C -3.17652 7.11297 -3.39667 -0.4194
N -0.70026 3.00052 -1.01574 -0.4053
C -1.06748 1.80046 -1.64414 0.1102
C -2.40577 1.45809 -1.79765 -0.1740
C -2.70752 0.24693 -2.39539 -0.2467
C -1.66292 -0.56742 -2.80746 0.0343
N -0.38994 -0.23525 -2.67644 -0.4002
C -0.09650 0.91959 -2.11658 0.0400
C -0.58580 -1.31034 0.95149 -0.2805
C -0.21372 -2.59657 1.26639 -0.1090
C 1.03001 -2.87450 1.83345 -0.1473
C 1.35091 -4.27523 2.16447 -0.0239
C 1.24096 -5.25994 1.18301 -0.1502
C 1.51795 -6.58132 1.48210 -0.1973
C 1.89803 -6.91767 2.76662 -0.3514
S 2.21362 -8.63390 3.16978 2.1766
C 0.57989 -9.23339 3.70203 -0.8560
O 2.58156 -9.34061 1.97291 -0.9430
O 3.10259 -8.69677 4.29828 -0.9433
C 2.00618 -5.96121 3.75700 -0.1703
C 1.73416 -4.63952 3.45472 -0.2094
H 3.63278 -3.06726 2.44781 0.2285
H 3.29610 -1.87154 3.70054 0.2207
H 4.00287 -1.35903 2.17527 0.2203
H 2.24491 0.27148 1.92407 0.2146
H 1.68864 1.76170 0.30295 0.1933
H 1.01305 2.41153 1.82268 0.2167
H -2.25967 6.68095 -1.45055 0.2465
H -0.25712 6.32525 -3.63690 0.2071
H -0.09091 7.25264 -2.14282 0.2391
H -1.32574 9.12487 -3.11446 0.1968
H -0.34174 8.58216 -4.48205 0.2144
H -2.17691 7.18981 -5.31305 0.1988
H -2.97899 8.70617 -4.88189 0.2128
H -3.76935 7.81106 -2.80455 0.2152
H -3.85125 6.36240 -3.80769 0.2157
H -3.18139 2.12340 -1.44931 0.2367
H -3.73292 -0.05922 -2.53038 0.2258
H -1.84734 -1.52865 -3.26730 0.1975
H 0.95659 1.15771 -2.04128 0.1978
H -1.54920 -1.09210 0.51898 0.2252
H -0.90125 -3.40982 1.08705 0.2082
H 0.95439 -4.97725 0.18103 0.2160
H 1.46374 -7.35718 0.73453 0.2423
H -0.10579 -9.11767 2.87301 0.2370
H 0.68156 -10.27740 3.97053 0.2518
H 0.27009 -8.64784 4.55761 0.2371
H 2.31720 -6.26561 4.74408 0.2412
H 1.80152 -3.88443 4.22262 0.2217



8.
58
Properties=species:S:1:pos:R:3:nbo_charge:R:1 method="wB97M-V/def2-TZVPD" e_above_lowest_kcal_mol=48.52 total_energy_ha=-3161.51711 homo_energy_ha=-0.569 total_charge=+3 e_lumo_ev=-13.79
Ca -4.82748 1.10821 -3.21418 1.9562
Ca -1.16689 -0.54996 -5.01203 1.9138
N -1.30363 1.04707 -2.04930 0.7248
O -2.50280 1.37866 -2.35345 -0.7843
O -0.92736 1.21590 -0.91134 -0.2463
O -0.54119 0.51594 -2.89965 -0.6037
C 2.28334 -5.83666 -2.36193 -0.6377
C 2.45076 -4.34125 -2.46802 0.0498
C 3.37895 -3.85252 -3.56593 -0.1060
O 2.61219 -2.79170 -4.17435 -0.4399
C 1.34780 -2.87133 -3.71084 1.0456
O 0.52685 -2.01347 -4.00852 -0.8372
O 1.13426 -3.86113 -2.86031 -0.4372
H 2.11323 -6.22423 -3.37215 0.2207
H 1.36122 -6.10886 -1.84947 0.2433
H 3.13876 -6.39487 -1.98707 0.2583
H 2.84758 -4.02123 -1.50293 0.2180
H 3.70276 -4.56265 -4.32267 0.2284
H 4.22416 -3.49245 -2.98142 0.2297
C 0.96849 6.37934 0.07531 -0.6397
C -0.36564 5.69124 -0.19112 0.0809
C -0.71049 4.59366 0.86962 -0.0915
O -1.90558 5.16421 1.42440 -0.5081
C -2.42429 6.16121 0.70789 0.9653
O -3.45750 6.71158 0.92037 -0.5494
O -1.47781 6.54075 -0.16187 -0.4910
H 1.22123 7.00221 -0.78140 0.2385
H 1.81679 5.69501 0.14600 0.2263
H 0.93745 6.89326 1.03556 0.2391
H -0.37716 5.22681 -1.18154 0.1577
H 0.04196 4.52560 1.65205 0.2054
H -1.05518 3.62287 0.51552 0.1668
C 0.00868 1.28092 2.34089 -0.6329
C 0.62070 1.79581 3.60597 0.0642
C -0.22173 1.61848 4.88424 -0.0899
O 0.84465 1.32930 5.80773 -0.4928
C 2.00509 0.97175 5.17558 0.9682
O 2.94412 0.54287 5.75662 -0.5337
O 1.89376 1.27714 3.88804 -0.4859
H -0.24531 0.22054 2.32372 0.2021
H 0.65541 1.39576 1.46001 0.2170
H -0.72229 2.00630 1.97708 0.2156
H 0.73005 2.86032 3.37714 0.1739
H -0.97309 0.83049 4.90247 0.1868
H -0.69310 2.57067 5.11823 0.2086
C -0.92999 -3.34033 1.57563 -0.6330
C -1.86065 -3.06986 0.41726 0.0709
C -1.30617 -2.27367 -0.78248 -0.0817
O -1.50511 -3.13154 -1.90603 -0.5459
C -2.18827 -4.23984 -1.52848 0.9709
O -2.87728 -4.86477 -2.27276 -0.5550
O -2.20933 -4.31705 -0.19365 -0.4681
H -0.13024 -4.04623 1.37333 0.2419
H -1.50644 -3.67112 2.44034 0.2551
H -0.59785 -2.35796 1.92481 0.2210
H -2.75162 -2.52805 0.74349 0.1871
H -0.23144 -2.07430 -0.80477 0.2059
H -1.81736 -1.33683 -1.02964 0.1330